[1]
Entry from the OMol25 dataset: a molecular structure, C2H3InO in a non-equilibrium geometry (ωB97M-V/def2-TZVPD).

Calculated values
* calculated total energy: -342.3057 hartree
* gap between HOMO and LUMO (spin up / spin down): 7.7 / 7.2 eV
* HOMO (spin up / spin down): -20.3809 / -20.8457 eV
* relative energy (zero: lowest compared OMol25 entry of this formula, charge and spin): 3.2030 eV

ORCA input file:
```
! RIJCOSX wB97M-V def2-TZVPD def2/J DEFGRID3
* xyz 2 1
In 2.007 0.664 0.449
O -0.466 0.715 0.320
C 0.145 1.302 -0.740
C 0.165 -0.776 -0.062
H -0.037 -1.255 -1.027
H -1.439 0.732 0.380
H -0.375 -1.381 0.681
*
```

=====

[2]
Entry from the OMol25 dataset: a molecular structure, C35H29BaBrN5O10P (ωB97M-V/def2-TZVPD).

Calculated values
* calculated total energy: -5318.3973 hartree
* gap between HOMO and LUMO: 5.9 eV
* HOMO: -6.6270 eV
* relative energy (zero: lowest compared OMol25 entry of this formula, charge and spin): 1.0538 eV

ORCA input file:
```
! RIJCOSX wB97M-V def2-TZVPD def2/J DEFGRID3
* xyz 0 1
Ba -0.037 -0.240 -0.987
Br 2.069 6.821 -1.048
P -0.936 -3.346 0.286
O -2.318 -0.435 -2.140
O 0.630 -3.259 -0.030
O 2.274 -0.575 -1.818
O -2.762 1.677 -1.516
O -1.448 -3.668 -1.218
O 1.845 -1.395 1.827
O 0.983 -2.229 3.693
O -0.171 2.349 -0.179
O -1.160 -4.833 0.916
O -2.027 3.190 0.756
N 0.803 1.142 -3.275
N 4.899 3.756 -5.494
N -3.118 -0.293 0.753
N 0.097 0.727 1.954
N 4.933 2.519 -5.597
C 4.446 4.098 -3.067
C 0.067 1.975 -3.972
C -5.003 -2.122 3.993
C -3.786 -0.117 -0.361
C 2.967 5.860 -2.414
C -1.017 -4.970 2.331
C -2.859 -3.686 -1.468
C -3.762 -0.885 1.802
C 1.927 2.688 -5.288
C 2.758 1.827 -4.534
C 1.367 -4.192 -0.836
C -3.662 -1.687 4.077
C 4.217 -0.100 -3.089
C -0.610 1.842 2.088
C 2.874 0.075 -2.752
C 0.073 0.488 4.325
C -0.664 1.656 4.452
C -5.104 -1.313 1.719
C 1.166 -1.236 2.792
C 4.826 0.679 -4.077
C -5.138 -0.498 -0.535
C -0.900 2.505 0.770
C 4.225 4.417 -4.405
C 3.817 4.821 -2.069
C 0.403 0.044 3.049
C 2.132 1.040 -3.547
C 0.592 2.763 -5.013
C -1.044 2.338 3.307
C -2.922 0.450 -1.468
C -5.789 -1.093 0.499
C 2.768 6.213 -3.737
C -3.058 -1.086 3.010
C 3.420 5.498 -4.730
C -5.706 -1.937 2.837
C 4.155 1.679 -4.736
H -1.767 -4.373 2.856
H -6.821 -1.408 0.402
H -2.034 -0.746 3.051
H -0.062 3.413 -5.579
H -2.999 -4.161 -2.436
H -2.307 3.267 -0.179
H 5.093 3.273 -2.805
H -5.468 -2.599 4.845
H 2.352 3.275 -6.093
H 2.119 7.040 -3.990
H 1.083 -5.214 -0.585
H 1.174 -4.002 -1.890
H -3.380 -4.271 -0.708
H -0.939 2.028 5.430
H 5.879 0.544 -4.299
H 3.978 4.569 -1.030
H 3.295 5.766 -5.771
H 0.401 -0.053 5.203
H -6.737 -2.263 2.761
H 4.784 -0.847 -2.548
H -1.643 3.236 3.346
H -1.166 -6.021 2.564
H 0.255 -2.019 4.290
H 2.417 -4.025 -0.615
H -3.116 -1.829 5.003
H -0.019 -4.671 2.659
H -3.242 -2.666 -1.505
H -0.986 2.025 -3.709
H -5.624 -0.320 -1.485
*
```

=====

[3]
Entry from the OMol25 dataset: 3 unconnected molecules or ions with the total composition C2H10NO2 in a non-equilibrium geometry (ωB97M-V/def2-TZVPD).

Calculated values
* calculated total energy: -287.1644 hartree
* gap between HOMO and LUMO: 11.7 eV
* HOMO: -14.9138 eV
* relative energy (zero: lowest compared OMol25 entry of this formula, charge and spin): 0.8696 eV

ORCA input file:
```
! RIJCOSX wB97M-V def2-TZVPD def2/J DEFGRID3
* xyz 1 1
O -1.789 0.297 -1.682
O -0.167 -2.393 -0.136
N 0.259 0.023 0.234
C 1.313 1.604 1.715
C 0.877 1.323 0.489
H 1.015 0.965 2.540
H -0.367 -0.256 0.991
H -0.425 0.078 -0.540
H 0.824 -0.847 0.237
H -2.377 -0.294 -2.225
H 1.966 2.483 1.992
H -1.601 0.972 -2.348
H -0.306 -2.509 -1.084
H -0.459 -3.244 0.230
H 1.237 1.799 -0.413
*
```